Entry 1:
Molecular formula: C5H12N4
Method: DFT, ωB97M-V/def2-TZVPD

Geometry as XYZ:
```
21
C5H12N4 (ωB97M-V/def2-TZVPD)
C 1.16855 1.61623 1.92173
C 0.27048 0.56329 1.49548
C -0.30902 0.58030 -0.04175
C -0.13026 -1.40277 -1.20306
C -1.19832 -0.62479 -0.54871
H 0.75917 2.56595 1.79224
H 2.25023 1.65537 1.54114
H 1.40063 1.65059 2.98031
H -0.65386 0.64698 2.20199
H 2.02245 -0.68032 1.87913
H 0.26294 -1.52161 1.54829
H -0.98016 1.54938 -0.04444
H 1.42083 1.12768 -1.12837
H -0.12631 -2.46136 -1.39717
H -1.58661 -1.28768 0.27721
H -2.68356 0.98004 -1.43631
H -1.54092 -0.34813 -2.53528
N 0.87413 -0.71611 2.07869
N 0.60331 0.43432 -1.14044
N 0.88354 -0.65815 -1.67745
N -2.26861 -0.24154 -1.46378
```

Calculated values
LUMO energy (eV): 0.78
Kohn-Sham gap (eV): 8.8
Energy above the lowest of the compared OMol25 structures with the same formula, charge and spin (kcal/mol): 146.4
Charge: 0
Total energy (eV): -11333.872

=====

Entry 2:
Molecular formula: C5H12N4
Method: DFT, ωB97M-V/def2-TZVPD

Geometry as XYZ:
```
21
C5H12N4 (ωB97M-V/def2-TZVPD)
C 2.70696 0.33588 -0.19595
N 1.34761 -0.06749 0.09762
N 0.35329 0.97077 -0.29562
N -0.01066 1.83404 0.73775
C -0.80178 0.15828 -0.76145
N -1.96504 0.90217 -1.12410
C -0.55317 -1.18923 -1.31986
C -0.88310 -1.14032 -0.02387
C -1.57593 -1.81093 1.09289
H 3.07672 1.10250 0.49898
H 2.73349 0.71917 -1.21424
H 3.36453 -0.53138 -0.13394
H 1.27398 -0.36823 1.07396
H 0.72247 2.51109 0.91793
H -0.37627 1.34476 1.56022
H -2.03657 0.97476 -2.13684
H -2.06256 1.86732 -0.83202
H -0.01559 -1.69804 -2.08650
H -1.18012 -1.47843 2.05519
H -2.63188 -1.54195 1.07282
H -1.48637 -2.89474 1.01704
```

Calculated values
LUMO energy (eV): 1.01
Kohn-Sham gap (eV): 8.9
SMILES string: CNN(N)[C@@]1(N)C=C1C
Energy above the lowest of the compared OMol25 structures with the same formula, charge and spin (kcal/mol): 117.4
Charge: 0
Total energy (eV): -11335.128

=====

Entry 3:
Molecular formula: C5H12NO
Method: DFT, ωB97M-V/def2-TZVPD

Geometry as XYZ:
```
19
C5H12NO (ωB97M-V/def2-TZVPD)
C 2.19496 2.25397 0.09746
C 1.22346 1.36882 0.86565
N 0.61948 0.27750 0.04504
C 0.19596 -0.88997 0.80102
C -1.33324 -1.06520 0.57376
C -1.68825 -1.49073 -0.79172
O -1.30247 -0.54470 -1.72217
H 3.29353 2.11187 0.11229
H 2.12902 3.30473 0.41631
H 2.01031 2.37369 -0.98630
H 1.56487 0.93733 1.83062
H 0.35049 2.02916 1.01560
H -0.11900 0.34104 -0.72642
H 0.33616 -0.79121 1.88150
H 0.73436 -1.83730 0.66348
H -1.77223 -0.12613 0.93422
H -1.75118 -1.75766 1.30344
H -2.69715 -1.93632 -0.92456
H -1.08473 -2.44900 -0.98667
```

Calculated values
LUMO energy (eV): 3.98
Kohn-Sham gap (eV): 6.4
SMILES string: CCNCCC[O-]
Energy above the lowest of the compared OMol25 structures with the same formula, charge and spin (kcal/mol): 34.3
Charge: -1
Total energy (eV): -8915.575

=====

Entry 4:
Molecular formula: C5H12NO
Method: DFT, ωB97M-V/def2-TZVPD

Geometry as XYZ:
```
19
C5H12NO (ωB97M-V/def2-TZVPD)
C 0.29837 -1.85473 1.22833
C -0.02733 -0.89662 -0.00941
C 1.18697 -1.30811 -0.94994
C 0.07566 0.59402 0.41345
N -0.38486 1.39710 -0.77985
C -1.52073 2.39850 -0.29596
O -1.77282 2.43608 1.00796
H -0.69765 -2.00332 1.71230
H 1.08210 -1.46567 1.88341
H 0.70709 -2.76256 0.84146
H -0.86199 -1.21117 -0.65110
H 0.94920 -2.30335 -1.39078
H 1.35506 -0.55630 -1.75688
H 2.16880 -1.32418 -0.40171
H -0.50686 0.75335 1.32413
H 1.09938 0.90241 0.57644
H 0.38168 1.92524 -1.15535
H -1.14987 3.38002 -0.74183
H -2.38219 1.89930 -0.85466
```

Calculated values
LUMO energy (eV): 3.89
Kohn-Sham gap (eV): 6.3
SMILES string: CC(C)CNC[O-]
Energy above the lowest of the compared OMol25 structures with the same formula, charge and spin (kcal/mol): 29.9
Charge: -1
Total energy (eV): -8915.767

=====

Entry 5:
Molecular formula: C5H12NO
Method: DFT, ωB97M-V/def2-TZVPD

Geometry as XYZ:
```
19
C5H12NO (ωB97M-V/def2-TZVPD)
C 0.49621 -0.56096 1.71513
C 0.19764 0.61098 0.87515
N 0.62105 1.89949 1.56368
C 0.83958 0.59025 -0.54171
C -0.25660 0.28943 -1.58001
C -0.77188 -1.17296 -1.65715
O -1.12323 -1.73086 -0.47056
H 0.18657 -1.51120 1.28652
H 0.26654 -0.43857 2.78266
H 1.61036 -0.56049 1.78520
H -0.88334 0.72559 0.74949
H 0.11833 1.96764 2.43893
H 0.18468 2.62513 1.00092
H 1.51822 -0.25547 -0.62486
H 1.30840 1.56096 -0.69043
H -1.03555 1.05342 -1.44159
H 0.10810 0.52152 -2.60398
H -0.02227 -1.81805 -2.19946
H -1.72201 -1.12678 -2.25934
```

Calculated values
LUMO energy (eV): 4.23
Kohn-Sham gap (eV): 6.4
SMILES string: C[C@@H](N)CCC[O-]
Energy above the lowest of the compared OMol25 structures with the same formula, charge and spin (kcal/mol): 16.8
Charge: -1
Total energy (eV): -8916.334

=====

Entry 6:
Molecular formula: C5H12NO
Method: DFT, ωB97M-V/def2-TZVPD

Geometry as XYZ:
```
19
C5H12NO (ωB97M-V/def2-TZVPD)
C 0.69454 1.71264 -2.16138
C 0.49679 1.12734 -0.71650
C -0.31785 -0.12595 -0.63785
C -1.82762 -0.08037 -1.15817
N -0.48050 -0.61204 0.72477
C 0.38543 -1.44573 1.70515
O 1.16308 -0.78886 2.62743
H -0.25949 2.20449 -2.43631
H 1.01005 0.92789 -2.89724
H 1.48241 2.48736 -2.15420
H 0.26770 1.91994 0.04533
H 1.44006 0.80606 -0.31595
H 0.25014 -0.92887 -1.16444
H -1.84516 0.57366 -2.04633
H -2.31510 -0.97787 -1.28811
H -2.35428 0.62816 -0.39185
H -0.79652 0.19664 1.23209
H -0.34596 -2.19374 2.14297
H 0.93734 -2.17608 0.99378
```

Calculated values
LUMO energy (eV): 3.73
Kohn-Sham gap (eV): 6.0
SMILES string: CC[C@H](C)NC[O-]
Energy above the lowest of the compared OMol25 structures with the same formula, charge and spin (kcal/mol): 31.5
Charge: -1
Total energy (eV): -8915.698

=====

Entry 7:
Molecular formula: C5H12NO
Method: DFT, ωB97M-V/def2-TZVPD

Geometry as XYZ:
```
19
C5H12NO (ωB97M-V/def2-TZVPD)
C 0.67289 2.41437 -0.70110
N -0.40780 1.29687 -0.82785
C 0.08399 -0.04986 -0.47712
C 1.22601 -0.19929 0.51736
C -1.10822 -0.73086 0.14676
C -1.04518 -2.29761 0.45333
O -0.40212 -2.59775 1.69224
H 1.15196 2.54737 0.38220
H 1.55633 2.02572 -1.31005
H 0.15591 3.40553 -1.04886
H -1.14538 1.58503 -0.14303
H 0.34522 -0.55275 -1.38720
H 1.36066 -1.37346 0.75723
H 2.24070 0.21036 0.24820
H 1.07843 0.36124 1.44018
H -1.91295 -0.50952 -0.67552
H -1.45689 -0.28512 1.04751
H -0.34447 -2.54218 -0.34176
H -2.04908 -2.70808 0.22748
```

Calculated values
LUMO energy (eV): 3.69
Kohn-Sham gap (eV): 5.9
SMILES string: CN[C@@H](C)CC[O-]
Energy above the lowest of the compared OMol25 structures with the same formula, charge and spin (kcal/mol): 46.0
Charge: -1
Total energy (eV): -8915.071

=====

Entry 8:
Molecular formula: C5H12NO
Method: DFT, ωB97M-V/def2-TZVPD

Geometry as XYZ:
```
19
C5H12NO (ωB97M-V/def2-TZVPD)
C 1.75497 0.02960 2.14303
C 0.49404 0.01700 1.29499
C 0.62866 0.65927 -0.07655
C -0.72465 0.85255 -0.76039
N -1.58666 -0.32185 -0.73347
C -1.24488 -1.21472 -1.93902
O -1.44271 -0.67042 -3.11206
H 2.00514 1.03774 2.46787
H 1.59234 -0.51193 3.07968
H 2.59325 -0.46224 1.65021
H 0.14193 -1.01228 1.16281
H -0.33614 0.50853 1.81910
H 1.37721 0.10269 -0.63397
H 1.06558 1.65106 0.05720
H -1.19376 1.70814 -0.26707
H -0.55542 1.17808 -1.79629
H -2.50729 0.04828 -0.95509
H -1.87477 -2.11441 -1.72222
H -0.18683 -1.48508 -1.67878
```

Calculated values
LUMO energy (eV): 3.77
Kohn-Sham gap (eV): 6.2
SMILES string: CCCCNC[O-]
Energy above the lowest of the compared OMol25 structures with the same formula, charge and spin (kcal/mol): 5.9
Charge: -1
Total energy (eV): -8916.806

=====

Entry 9:
Molecular formula: C5H12NO
Method: DFT, ωB97M-V/def2-TZVPD

Geometry as XYZ:
```
19
C5H12NO (ωB97M-V/def2-TZVPD)
C -0.02509 1.01352 1.01230
N 0.00871 2.45906 1.28595
C -1.43010 2.23608 1.20375
O 2.56087 -1.12082 -1.83393
C -0.92704 0.28992 -0.17731
C -0.08781 -0.77191 -0.84182
C 0.59633 -1.91830 -0.12923
H 1.04447 0.69635 0.66593
H -0.30031 0.40133 1.95884
H 3.49708 -1.25213 -1.82662
H -2.02133 2.44801 2.13338
H -1.86231 2.82565 0.28985
H -1.32032 1.07690 -0.97870
H -1.84875 -0.22516 0.27788
H -0.69819 -1.15697 -1.72188
H 0.69920 -0.24395 -1.42487
H 1.51418 -1.61956 0.38642
H 0.72884 -2.71532 -0.85254
H -0.12844 -2.42270 0.57259
```

Calculated values
LUMO energy (eV): 2.05
Kohn-Sham gap (eV): 4.5
Energy above the lowest of the compared OMol25 structures with the same formula, charge and spin (kcal/mol): 163.4
Charge: -1
Total energy (eV): -8909.980

=====

Entry 10:
Molecular formula: C5H12NO
Method: DFT, ωB97M-V/def2-TZVPD

Geometry as XYZ:
```
19
C5H12NO (ωB97M-V/def2-TZVPD)
C 0.28347 -0.14777 -1.79822
C 0.02155 -0.60894 -0.39806
C -1.13394 -1.64277 -0.30460
C -0.00884 0.42835 0.79012
N -0.86427 1.56209 0.47415
C 1.45806 0.86197 1.22261
O 2.41170 0.43825 0.39387
H 0.53894 -1.01268 -2.41373
H -0.61925 0.30266 -2.23000
H 1.01564 0.67031 -1.80803
H 1.01135 -1.01790 -0.08738
H -1.11531 -2.29401 0.59546
H -1.17711 -2.33835 -1.15957
H -2.09698 -1.13405 -0.25179
H -0.33644 -0.28224 1.58407
H -0.58336 2.28328 1.13890
H -1.84500 1.38177 0.66371
H 1.62804 0.54989 2.29930
H 1.41175 2.00013 1.28919
```

Calculated values
LUMO energy (eV): 3.98
Kohn-Sham gap (eV): 6.3
SMILES string: CC(C)[C@H](N)C[O-]
Energy above the lowest of the compared OMol25 structures with the same formula, charge and spin (kcal/mol): 19.0
Charge: -1
Total energy (eV): -8916.242

=====

Entry 11:
Molecular formula: C5H12NO
Method: DFT, ωB97M-V/def2-TZVPD

Geometry as XYZ:
```
19
C5H12NO (ωB97M-V/def2-TZVPD)
N 0.26724 0.02175 2.80560
C -0.27219 0.69351 1.61235
C -0.92491 -0.25117 0.60559
C 0.10635 -0.94585 -0.28856
C 0.89188 -0.06034 -1.28281
C 0.00773 0.56954 -2.39255
O 0.68586 1.53732 -3.09478
H 1.00484 -0.62088 2.55301
H -0.45853 -0.47126 3.30336
H 0.54945 1.21908 1.14134
H -0.98863 1.42412 1.99589
H -1.50026 -1.04514 1.09416
H -1.62440 0.30527 -0.01955
H -0.36299 -1.73201 -0.88412
H 0.80881 -1.45748 0.38725
H 1.57280 -0.73908 -1.79721
H 1.38090 0.77075 -0.77795
H -0.85455 1.05969 -1.90363
H -0.28939 -0.27782 -3.05736
```

Calculated values
LUMO energy (eV): 3.79
Kohn-Sham gap (eV): 5.8
SMILES string: NCCCCC[O-]
Energy above the lowest of the compared OMol25 structures with the same formula, charge and spin (kcal/mol): 14.7
Charge: -1
Total energy (eV): -8916.428

=====

Entry 12:
Molecular formula: C5H12NO
Method: DFT, ωB97M-V/def2-TZVPD

Geometry as XYZ:
```
19
C5H12NO (ωB97M-V/def2-TZVPD)
C -0.94670 -0.87410 -1.12526
C -0.79317 0.04641 0.07510
C -1.25970 1.68878 -0.10215
O -2.54964 1.88116 0.01741
N 0.59943 0.08929 0.58836
C 1.66460 0.23232 -0.40801
C 0.79308 -1.02628 1.52937
H -2.00815 -1.03773 -1.33070
H -0.82409 -0.21001 -2.00985
H -0.17470 -1.64474 -1.14610
H -1.42469 -0.27367 0.92690
H -0.62764 2.12399 0.70410
H -0.81781 1.91572 -1.10493
H 1.80560 -0.63049 -1.06905
H 2.54867 0.49325 0.18429
H 1.44269 0.99326 -1.17457
H 0.41062 -1.98180 1.17619
H 1.81154 -1.21373 1.84655
H 0.35006 -0.57165 2.42235
```

Calculated values
LUMO energy (eV): 3.81
Kohn-Sham gap (eV): 5.9
SMILES string: C[C@H](C[O-])N(C)C
Energy above the lowest of the compared OMol25 structures with the same formula, charge and spin (kcal/mol): 43.0
Charge: -1
Total energy (eV): -8915.198